[1]
ORCA calculation (the ωB97M-V functional and the def2-TZVPD basis) on 9 unconnected molecules or ions with the total composition C48H86FN10O6PS.

The strongest force on any atom comes out at 18.88 eV/A. For the total energy, the calculation gives -101177.171 eV. The value obtained for the HOMO energy is -0.1906 Ha.

The geometry in ORCA input format:
```
! wB97M-V def2-TZVPD RIJCOSX def2/J DEFGRID3
* xyz 0 1
S -3.43 2.25 4.14
P 2.32 0.73 2.53
F -2.99 2.35 -1.96
O 3.32 1.37 -0.51
O 0.97 0.44 -0.94
O -2.01 1.31 4.32
O -3.53 3.28 5.33
O -3.82 -1.43 0.68
O -4.63 1.27 4.21
N -8.41 -1.27 -2.26
N 1.39 -0.19 3.48
N 4.69 3.06 2.00
N -6.43 3.90 -1.27
N -4.67 -8.71 -3.55
N -2.00 -2.43 9.02
N 3.59 -2.19 -6.23
N 8.45 4.71 -3.44
N 1.93 -0.49 5.06
N -0.75 -4.99 -1.85
C 6.42 5.89 0.10
C -4.04 -8.02 0.16
C 6.57 4.58 -0.66
C -6.94 1.27 -2.01
C 11.50 6.17 -2.21
C 2.24 -0.82 6.23
C 4.77 0.16 -3.46
C -3.72 -8.80 -2.72
C 1.37 1.76 1.23
C 5.75 0.21 -4.63
C -8.93 -4.01 -4.53
C -2.45 0.10 7.96
C -0.22 1.41 0.93
C -2.65 2.67 1.31
C -3.52 3.26 2.56
C -3.14 -9.16 -0.32
C -1.34 -0.27 -1.06
C -1.68 2.50 -2.63
C -2.58 -8.92 -1.73
C 4.25 -1.12 -6.12
C -6.66 2.71 -1.60
C -8.91 -3.90 -3.00
C -8.63 -2.46 -2.60
C 5.30 3.72 -0.63
C 0.97 -2.15 -3.75
C 10.76 6.25 -3.55
C 5.05 0.17 -5.99
C -6.96 1.15 -3.53
C 2.03 1.19 -0.19
C -0.47 -4.69 -3.04
C 10.66 6.69 -1.04
C -2.20 -1.28 8.54
C -8.04 2.02 -4.18
C -1.25 1.00 8.22
C -0.96 1.18 9.71
C 4.97 3.36 0.81
C -1.27 -1.50 0.08
C -0.37 2.33 -1.65
C 1.12 -3.46 -4.52
C -0.39 1.01 -0.68
C -0.14 -4.33 -4.48
C -1.02 2.72 1.51
C 9.50 5.41 -3.49
C -10.01 -3.15 -5.17
C 4.34 -2.87 6.81
C 2.61 -1.21 7.65
C 4.07 -1.66 7.70
C -2.46 -1.38 1.22
H -0.35 0.58 7.74
H 4.34 -1.91 8.73
H -0.94 -0.78 -2.06
H -3.49 -7.07 0.16
H -4.39 -8.22 1.17
H -4.66 3.23 2.22
H 4.16 -2.65 5.75
H -2.48 -0.03 -1.17
H -0.11 1.85 9.86
H -0.65 3.74 1.00
H 4.46 4.26 -1.07
H 11.40 5.88 -4.35
H -0.44 0.59 1.73
H 5.31 0.23 -2.51
H -8.13 -4.55 -2.59
H 1.62 -1.21 3.38
H 4.06 1.00 -3.50
H 3.08 1.61 3.39
H 1.37 -3.24 -5.56
H -5.98 1.44 -3.94
H 10.49 7.29 -3.78
H 5.79 0.22 -6.80
H 6.23 5.71 1.17
H -0.71 0.23 10.20
H 11.24 6.64 -0.11
H -9.85 -2.09 -4.97
H -11.01 -3.42 -4.80
H -7.96 -3.72 -4.93
H 2.46 -0.35 8.32
H 6.34 1.13 -4.56
H -8.04 1.88 -5.26
H -9.10 -5.06 -4.80
H -1.83 1.61 10.23
H 6.44 -0.63 -4.55
H 0.79 -2.33 -2.68
H 3.26 -0.13 1.82
H 6.82 4.81 -1.71
H 1.95 -2.02 7.99
H -0.69 2.83 2.65
H 4.72 -0.84 7.38
H -10.01 -3.29 -6.26
H -0.22 3.36 -1.10
H 5.46 2.80 -1.20
H -1.64 3.62 -3.04
H 0.14 -1.56 -4.15
H 4.37 1.02 -6.10
H -9.04 1.74 -3.80
H -2.17 0.34 4.11
H 7.41 4.02 -0.25
H -1.93 -9.75 -2.02
H 0.01 -5.24 -5.06
H -2.62 0.01 6.88
H -4.45 -1.33 1.48
H -6.16 0.62 -1.59
H 1.89 -1.56 -3.83
H 3.72 -3.72 7.10
H -0.22 -1.41 0.65
H 5.59 6.49 -0.30
H 11.78 5.13 -2.01
H 12.42 6.76 -2.28
H -7.88 3.08 -3.98
H -1.42 1.98 7.77
H -4.92 -7.91 -0.48
H -2.31 -9.27 0.38
H -7.90 0.95 -1.58
H 1.57 2.92 1.39
H 10.37 7.73 -1.21
H 4.20 -0.77 -3.45
H -3.71 -10.09 -0.30
H -1.98 -8.00 -1.76
H 9.76 6.10 -0.89
H -3.28 4.41 2.72
H 0.57 2.22 -2.38
H 7.33 6.48 0.03
H -2.89 3.38 0.38
H -2.98 1.59 0.95
H -9.87 -4.22 -2.58
H -7.13 0.11 -3.81
H 5.39 -3.18 6.89
H -0.99 -3.79 -4.92
H -2.36 -0.43 1.91
H -1.32 -2.55 -0.44
H 1.97 -4.02 -4.10
H -1.63 1.83 -3.62
H -3.36 0.52 8.41
H -2.34 -2.33 1.93
*
```


[2]
ORCA calculation (the ωB97M-V functional and the def2-TZVPD basis) on 2 unconnected molecules or ions with the total composition C14H32BN2O4S.

As for the expectation value of S²: 0.754. The strongest force on any atom comes out at 1.26 eV/A. For the total energy, the calculation gives -37718.611 eV. The value obtained for the HOMO energy (spin up / spin down) is -0.2879 / -0.3129 Ha. The energy relative to the best compared isomer or geometry (same formula, charge and spin) is 0.000 eV.

The geometry in ORCA input format:
```
! wB97M-V def2-TZVPD RIJCOSX def2/J DEFGRID3
* xyz 0 2
S -4.67 -1.45 1.22
O 3.90 0.22 -2.02
O 3.12 1.30 2.24
O 2.61 -0.83 3.16
O -3.37 -1.22 1.90
N -1.50 0.80 -1.13
N 2.95 0.33 -1.18
C -2.45 -0.19 -1.61
C 3.22 -1.70 0.16
C -5.63 0.05 1.42
C 2.11 1.54 -1.38
C -5.65 -2.47 2.34
C 3.05 2.74 -1.44
C 2.22 -1.84 -2.12
C 0.70 0.41 1.94
C 1.36 1.45 -2.71
C 2.30 -0.98 -0.85
C 0.86 -0.80 -0.31
C 1.18 1.75 -0.18
C 0.48 0.51 0.40
C -1.06 0.67 0.25
B 2.19 0.30 2.46
H -1.34 1.56 0.83
H -6.66 -2.57 1.95
H 2.07 1.48 -3.54
H -2.38 -0.28 -2.70
H -1.55 -0.17 0.74
H 3.90 -2.38 -0.35
H -5.66 -2.00 3.33
H 0.16 -0.47 2.30
H 3.75 2.71 -0.60
H 1.74 -1.32 -2.94
H 2.17 -0.96 4.01
H 1.77 2.22 0.60
H 0.71 0.58 -2.78
H 3.91 1.00 1.77
H -6.65 -0.12 1.05
H 0.44 2.49 -0.50
H -5.17 -3.44 2.39
H 3.61 2.77 -2.37
H 0.16 -0.97 -1.13
H 2.65 -2.24 0.91
H 3.84 -0.99 0.69
H -2.21 -1.16 -1.18
H 0.70 -1.61 0.41
H 3.21 -2.19 -2.42
H -5.15 0.82 0.83
H 0.71 2.33 -2.79
H -5.64 0.33 2.47
H 2.47 3.66 -1.34
H -1.83 1.73 -1.32
H 1.62 -2.73 -1.88
H -3.50 0.04 -1.38
H 0.22 1.29 2.39
*
```


[3]
ORCA calculation (the ωB97M-V functional and the def2-TZVPD basis) on a gas-phase ion, C5H8N (charge +1).

The strongest force on any atom comes out at 4.84 eV/A. For the total energy, the calculation gives -6795.087 eV. The value obtained for the HOMO energy is -0.4899 Ha. The energy relative to the best compared isomer or geometry (same formula, charge and spin) is 3.002 eV. As for the SMILES: C=C/C=C\[NH+]=C.

The geometry in ORCA input format:
```
! wB97M-V def2-TZVPD RIJCOSX def2/J DEFGRID3
* xyz 1 1
N 0.81 0.45 -1.57
C -0.49 -0.03 1.10
C -1.00 -0.35 2.36
C -0.24 1.10 -1.91
C 0.48 -0.87 0.47
C 0.97 -0.62 -0.77
H -0.22 1.93 -2.46
H 1.66 0.70 -2.06
H -0.98 0.92 0.68
H 1.77 -1.34 -1.10
H 0.82 -1.85 0.98
H -1.67 0.29 2.97
H -0.67 -1.13 3.02
H -1.24 0.82 -1.72
*
```


[4]
ORCA calculation (the ωB97M-V functional and the def2-TZVPD basis) on C27H53IN2O2S2 in the gas phase.

The strongest force on any atom comes out at 3.31 eV/A. For the total energy, the calculation gives -65704.732 eV. The value obtained for the HOMO energy is -0.3262 Ha. As for the SMILES: CCCCCCCCN(CCCCCCCC)C(=S)SCCCC(=O)O[C@@H](C[C@H](C)I)NCC.

The geometry in ORCA input format:
```
! wB97M-V def2-TZVPD RIJCOSX def2/J DEFGRID3
* xyz 0 1
I 2.11 -5.12 -2.37
S 0.65 -0.36 -0.44
S -0.12 2.47 0.20
O 2.43 -2.89 2.80
O 1.67 -4.11 1.12
N -0.22 1.40 -2.25
N -0.52 -4.11 2.06
C -1.10 -2.92 2.69
C -0.71 -4.08 -2.74
C -5.44 1.84 1.02
C 0.27 -3.83 0.87
C 3.05 -2.19 0.62
C 4.00 2.58 -0.96
C 1.02 1.44 -3.05
C 5.28 1.88 -0.51
C -1.13 0.36 -2.79
C 5.22 2.65 3.36
C 2.36 -3.06 1.65
C -5.35 2.13 -0.49
C 2.02 2.50 -2.59
C -4.67 1.01 -1.31
C 4.70 2.64 1.92
C -3.26 1.37 -1.79
C -7.43 2.26 2.64
C -6.83 1.39 1.52
C 3.42 1.96 -2.23
C -0.13 -4.67 -0.33
C 0.05 1.26 -0.86
C 3.00 -0.70 0.96
C 1.59 -0.14 1.09
C 5.78 2.20 0.92
C -2.10 -2.19 1.78
C -2.39 0.13 -1.97
C 0.37 -4.08 -1.66
H -6.75 0.37 1.90
H -3.33 1.89 -2.76
H -5.15 2.75 1.57
H 4.10 2.14 -3.06
H 2.14 3.22 -3.41
H 6.25 1.30 1.33
H 1.49 0.44 -3.04
H 2.66 -2.40 -0.38
H 6.56 2.96 0.88
H 3.22 2.55 -0.18
H -4.81 3.07 -0.65
H -2.98 -0.63 -2.51
H -2.00 -1.11 1.87
H -7.52 1.36 0.68
H -2.79 2.06 -1.08
H 0.70 1.63 -4.07
H -4.62 0.10 -0.70
H -1.29 -5.00 -2.71
H -1.93 -2.42 0.72
H 5.19 0.80 -0.64
H -4.70 1.08 1.27
H -7.53 1.72 3.58
H -0.58 -0.58 -2.95
H 5.78 1.74 3.58
H -1.22 -4.76 -0.34
H -3.13 -2.45 2.02
H -6.82 3.15 2.83
H 1.61 3.07 -1.76
H 6.07 2.19 -1.21
H 3.51 -0.15 0.17
H 1.57 0.92 1.34
H 1.04 -0.67 1.89
H -1.39 -3.24 -2.56
H -6.37 2.29 -0.88
H 0.72 -3.07 -1.49
H 3.37 0.87 -2.09
H 0.12 -4.54 2.72
H 4.40 2.71 4.07
H 3.83 1.98 1.85
H -2.16 -0.31 -1.00
H 3.53 -0.53 1.91
H 4.10 -2.51 0.62
H 0.27 -5.68 -0.17
H -1.64 -3.27 3.58
H 4.35 3.65 1.66
H -0.33 -2.23 3.05
H 5.87 3.51 3.55
H -5.28 0.76 -2.18
H 0.17 -2.77 0.61
H 4.23 3.63 -1.16
H -1.44 0.73 -3.78
H -8.43 2.62 2.38
H -0.29 -3.96 -3.74
*
```


[5]
ORCA calculation (the ωB97M-V functional and the def2-TZVPD basis) on a molecular structure, C18H37IrOP3Se.

As for the expectation value of S²: 6.058. The strongest force on any atom comes out at 5.84 eV/A. For the total energy, the calculation gives -117335.490 eV. The value obtained for the HOMO energy (spin up / spin down) is -0.4931 / -0.6390 Ha. The energy relative to the best compared isomer or geometry (same formula, charge and spin) is 0.558 eV.

The geometry in ORCA input format:
```
! wB97M-V def2-TZVPD RIJCOSX def2/J DEFGRID3
* xyz 3 5
Ir 0.89 -0.49 1.12
Se -0.27 -0.88 -1.27
P 2.61 0.39 -0.23
P 1.95 -2.75 1.14
P -1.17 -1.37 1.86
O 2.17 -0.12 3.83
C -2.16 2.89 -1.60
C -1.89 -2.77 0.95
C 4.21 0.64 0.59
C 1.64 -0.18 2.79
C 1.44 -3.86 2.49
C -4.32 5.73 -3.11
C -2.42 -0.05 1.74
C -4.24 6.67 -2.15
C -1.37 1.84 -1.12
C -2.99 2.68 -2.71
C 1.72 -3.79 -0.35
C -3.04 1.43 -3.33
C -2.24 0.38 -2.88
C 3.03 -0.49 -1.77
C 2.11 2.05 -0.78
C 3.77 -2.72 1.36
C -1.21 -1.89 3.60
C -1.39 0.60 -1.77
H 5.01 0.66 -0.16
H 0.67 -4.10 -0.47
H -3.60 3.51 -3.07
H -2.77 -3.10 1.52
H -0.74 2.00 -0.25
H 3.86 0.07 -2.23
H -4.98 6.73 -1.35
H 4.44 -0.14 1.32
H 1.70 2.61 0.06
H 3.36 -1.53 -1.61
H -3.33 -0.38 2.27
H -2.68 0.18 0.70
H 4.17 1.61 1.10
H 2.32 -4.70 -0.20
H -2.13 3.85 -1.10
H -3.60 5.70 -3.94
H -5.14 5.01 -3.13
H 4.03 -2.13 2.25
H -2.23 -2.46 -0.04
H -1.21 -3.62 0.85
H 4.31 -2.32 0.49
H 2.06 -3.30 -1.27
H -3.70 1.27 -4.19
H -0.52 -2.71 3.82
H 0.06 0.88 0.79
H 1.60 -3.37 3.46
H -2.04 0.85 2.22
H 3.01 2.58 -1.14
H 2.08 -4.75 2.45
H 0.39 -4.19 2.42
H 4.09 -3.75 1.54
H 1.36 2.02 -1.59
H -2.26 -0.60 -3.35
H 2.19 -0.50 -2.48
H -2.24 -2.20 3.83
H -3.45 7.43 -2.16
H -0.94 -1.02 4.22
*
```


[6]
ORCA calculation (the ωB97M-V functional and the def2-TZVPD basis) on 3 unconnected molecules or ions with the total composition C12H33IN2O4P.

The strongest force on any atom comes out at 1.58 eV/A. For the total energy, the calculation gives -41527.313 eV. The value obtained for the HOMO energy is -0.3629 Ha.

The geometry in ORCA input format:
```
! wB97M-V def2-TZVPD RIJCOSX def2/J DEFGRID3
* xyz 1 1
I 4.45 -4.90 2.79
P 6.93 -4.91 2.72
O -2.21 5.91 -3.53
O 0.58 -1.59 0.50
O -2.98 -4.21 1.23
O -1.34 2.66 -0.57
N -0.09 -3.73 2.54
N 0.36 4.29 -2.48
C -1.42 1.59 -1.50
C 0.27 4.46 -1.03
C -1.05 -4.83 2.70
C -2.79 4.90 -2.72
C 1.50 -2.53 1.06
C -2.51 -3.06 0.53
C 0.19 -0.56 1.40
C -0.01 3.11 -0.32
C 0.25 5.54 -3.24
C -1.97 -5.18 1.51
C -0.98 6.44 -3.02
C 0.81 -3.87 1.39
H -0.37 3.67 -2.80
H -2.67 5.10 -1.65
H 1.16 6.14 -3.06
H -1.69 -4.56 3.55
H 1.57 -4.62 1.62
H -2.38 3.93 -2.99
H -1.75 -3.31 -0.21
H -0.55 -0.92 2.11
H -2.14 -2.33 1.25
H -3.86 4.86 -2.93
H 0.27 5.26 -4.30
H 1.05 -0.15 1.93
H 2.04 -2.12 1.92
H 1.21 4.87 -0.65
H -1.42 -5.45 0.60
H -0.27 0.24 0.82
H 7.53 -5.13 4.04
H -0.68 0.82 -1.30
H -0.54 5.14 -0.75
H 0.27 -4.18 0.50
H 7.44 -3.62 2.23
H -0.61 -2.87 2.47
H 0.74 2.36 -0.57
H -1.32 1.95 -2.53
H 7.39 -6.01 1.88
H -0.50 -5.73 3.00
H -1.10 6.76 -1.98
H -2.42 1.14 -1.41
H -0.81 7.36 -3.59
H 0.05 3.28 0.76
H -2.52 -6.09 1.80
H 2.24 -2.73 0.27
H -3.36 -2.60 0.01
*
```


[7]
ORCA calculation (the ωB97M-V functional and the def2-TZVPD basis) on C2H5NO in the gas phase.

The strongest force on any atom comes out at 2.85 eV/A. For the total energy, the calculation gives -5691.023 eV. The value obtained for the HOMO energy is -0.3567 Ha. The energy relative to the best compared isomer or geometry (same formula, charge and spin) is 2.207 eV. As for the SMILES: C=NCO.

The geometry in ORCA input format:
```
! wB97M-V def2-TZVPD RIJCOSX def2/J DEFGRID3
* xyz 0 1
O -0.11 -0.81 1.51
N 0.82 0.42 -0.22
C 0.41 0.11 -1.38
C -0.13 0.39 0.86
H -0.57 -0.34 -1.60
H -1.10 0.65 0.38
H 1.15 0.01 -2.09
H 0.11 1.02 1.63
H -0.57 -1.45 0.92
*
```


[8]
ORCA calculation (the ωB97M-V functional and the def2-TZVPD basis) on a molecular structure, C2H2LiO2Tb.

As for the expectation value of S²: 12.788. The strongest force on any atom comes out at 13.45 eV/A. For the total energy, the calculation gives -28813.704 eV. The value obtained for the HOMO energy (spin up / spin down) is -0.7199 / -0.5654 Ha. The energy relative to the best compared isomer or geometry (same formula, charge and spin) is 9.092 eV.

The geometry in ORCA input format:
```
! wB97M-V def2-TZVPD RIJCOSX def2/J DEFGRID3
* xyz 2 7
Tb 2.72 -1.01 -1.63
O 0.23 -0.89 -0.35
O -0.61 1.86 -0.43
C -0.65 -0.37 0.50
C -0.73 1.09 0.62
Li 1.68 0.19 -0.46
H -1.85 -0.06 0.22
H -0.77 -0.81 1.52
*
```


[9]
ORCA calculation (the ωB97M-V functional and the def2-TZVPD basis) on a molecular structure, C16H18N4O3S.

The strongest force on any atom comes out at 19.62 eV/A. For the total energy, the calculation gives -39804.939 eV. The value obtained for the HOMO energy is -0.2995 Ha. The energy relative to the best compared isomer or geometry (same formula, charge and spin) is 18.779 eV.

The geometry in ORCA input format:
```
! wB97M-V def2-TZVPD RIJCOSX def2/J DEFGRID3
* xyz 0 1
S -0.94 1.47 3.17
O -0.16 -0.91 -0.59
O -1.73 4.69 1.20
O -1.83 -0.22 1.50
N 0.01 3.47 0.28
N -1.87 -2.42 -0.24
N -2.45 0.79 -0.13
N -2.22 1.72 0.58
C -0.68 3.26 2.70
C 2.60 -5.15 -0.73
C -0.51 -1.98 -0.49
C 0.86 3.31 -1.72
C -0.16 3.76 -0.88
C -2.36 -0.36 0.31
C -1.72 1.01 1.59
C 2.50 -4.00 -1.30
C -2.82 -1.55 -0.47
C 0.42 -4.36 0.24
C 0.51 -3.22 -0.68
C 1.56 2.13 -0.91
C 1.30 2.50 0.61
C 1.54 -5.31 0.04
C 1.56 -2.97 -1.50
C -0.71 3.97 1.16
H 0.55 3.52 3.16
H -1.10 3.19 -1.14
H 0.69 2.91 -2.66
H 2.21 3.20 0.80
H 3.29 -6.05 -0.63
H 0.95 1.83 1.26
H 1.88 3.88 -1.62
H -3.78 -2.10 0.37
H -1.44 3.89 3.47
H -3.20 -1.40 -1.22
H 1.87 -2.11 -1.69
H 1.49 -6.14 0.84
H -0.33 4.86 -1.18
H -1.95 -3.47 -0.32
H -0.29 -4.69 1.07
H 0.47 1.16 -1.19
H 2.52 1.70 -1.01
H 3.49 -3.85 -2.04
*
```


[10]
ORCA calculation (the ωB97M-V functional and the def2-TZVPD basis) on 3 unconnected molecules or ions with the total composition C4H9N3O.

The strongest force on any atom comes out at 0.82 eV/A. For the total energy, the calculation gives -10806.580 eV. The value obtained for the HOMO energy is -0.3274 Ha. The energy relative to the best compared isomer or geometry (same formula, charge and spin) is 5.881 eV.

The geometry in ORCA input format:
```
! wB97M-V def2-TZVPD RIJCOSX def2/J DEFGRID3
* xyz 0 1
O 0.39 0.45 -0.62
N 0.08 -1.90 2.31
N -1.86 1.02 -2.34
N -1.01 0.21 1.97
C -1.02 -1.05 2.09
C 1.01 -1.97 1.45
C -1.61 0.81 -1.22
C 1.21 1.24 -1.43
H -0.05 0.57 1.97
H -1.05 0.72 -0.24
H 2.18 0.75 -1.58
H 1.00 -1.40 0.51
H -1.97 -1.58 2.11
H -1.34 1.09 -3.21
H 1.86 -2.60 1.67
H 1.40 2.24 -1.01
H 0.79 1.39 -2.45
*
```